[1]
Entry from the OMol25 dataset: a cluster of 2 separate species, C53H69N5P in total in a non-equilibrium geometry (wB97M-V/def2-TZVPD).

Structure (ORCA input):
```
! RIJCOSX wB97M-V def2-TZVPD def2/J DEFGRID3
* xyz 1 1
C -3.788 -4.090 -0.033
C -3.637 -2.860 -0.927
C -4.689 -1.810 -0.560
C -3.743 -3.258 -2.405
C -4.987 -3.626 -2.921
C -5.101 -4.134 -4.215
C -3.951 -4.384 -4.956
C -2.695 -4.013 -4.472
C -1.487 -4.410 -5.319
C -1.593 -3.885 -6.755
C -1.296 -5.922 -5.357
C -2.601 -3.369 -3.217
N -1.293 -3.089 -2.633
P -0.367 -1.606 -2.640
H -0.547 -0.908 -1.214
N 1.066 -2.598 -2.523
C 2.416 -2.336 -3.004
C 3.365 -1.809 -2.109
C 3.006 -1.509 -0.646
C 3.566 -0.162 -0.191
C 3.524 -2.622 0.263
C 4.692 -1.677 -2.522
C 5.083 -2.069 -3.801
C 4.171 -2.712 -4.629
C 2.844 -2.879 -4.239
C 1.953 -3.721 -5.157
C 2.372 -5.188 -5.164
C 1.951 -3.199 -6.597
C 0.780 -3.909 -2.183
C -0.539 -4.183 -2.245
H -3.047 -4.850 -0.292
H -3.662 -3.823 1.020
H -4.782 -4.538 -0.153
H -2.643 -2.426 -0.767
H -4.635 -0.953 -1.246
H -5.704 -2.228 -0.618
H -4.532 -1.447 0.464
H -5.877 -3.549 -2.298
H -6.076 -4.365 -4.639
H -4.027 -4.886 -5.920
H -0.606 -3.960 -4.847
H -1.727 -2.795 -6.760
H -0.681 -4.116 -7.319
H -2.439 -4.356 -7.277
H -1.170 -6.324 -4.347
H -2.172 -6.403 -5.815
H -0.409 -6.194 -5.946
H 1.912 -1.471 -0.565
H 3.267 0.633 -0.883
H 3.180 0.088 0.803
H 4.663 -0.181 -0.136
H 3.148 -3.598 -0.065
H 4.623 -2.658 0.240
H 3.219 -2.460 1.305
H 5.440 -1.296 -1.828
H 6.101 -1.903 -4.149
H 4.501 -3.114 -5.590
H 0.935 -3.655 -4.760
H 2.303 -5.622 -4.161
H 1.731 -5.779 -5.834
H 3.410 -5.282 -5.515
H 1.644 -2.147 -6.624
H 2.949 -3.299 -7.044
H 1.248 -3.771 -7.213
H 1.581 -4.600 -1.964
H -1.015 -5.140 -2.072
C -6.352 6.217 3.033
N -6.163 4.780 3.020
C -7.116 4.059 3.832
C -5.016 4.203 2.547
C -4.769 2.808 2.688
C -3.614 2.237 2.183
C -2.587 3.030 1.594
C -1.273 2.499 1.314
C -0.177 3.380 1.398
C 0.988 3.268 2.204
C 1.681 4.486 2.656
C 0.988 5.677 2.977
C 1.634 6.787 3.526
C 3.050 6.789 3.705
N 3.718 7.836 4.272
C 5.163 7.840 4.428
C 3.051 9.037 4.730
C 3.762 5.634 3.281
C 3.091 4.509 2.832
C 1.422 1.963 2.657
C 1.090 0.768 1.970
C 1.305 -0.486 2.522
C 2.096 -0.616 3.699
N 2.485 -1.831 4.194
C 3.454 -1.905 5.279
C 1.703 -3.039 3.993
C 2.545 0.568 4.328
C 2.175 1.817 3.851
C -2.859 4.419 1.424
C -4.052 4.975 1.846
H -6.003 6.669 2.104
H -7.427 6.399 3.148
H -5.831 6.689 3.880
H -7.370 3.087 3.406
H -6.751 3.921 4.860
H -8.021 4.669 3.876
H -5.509 2.189 3.197
H -3.448 1.160 2.274
H -1.178 1.421 1.259
H -0.281 4.352 0.910
H -0.091 5.702 2.835
H 1.056 7.665 3.818
H 5.528 6.983 5.010
H 5.689 7.844 3.461
H 5.421 8.762 4.956
H 2.463 8.860 5.643
H 3.826 9.777 4.954
H 2.390 9.434 3.950
H 4.855 5.628 3.345
H 3.665 3.610 2.616
H 0.647 0.836 0.970
H 0.898 -1.363 2.022
H 4.397 -1.397 5.027
H 3.056 -1.460 6.206
H 3.671 -2.960 5.461
H 0.849 -3.123 4.686
H 1.301 -3.066 2.971
H 2.369 -3.897 4.139
H 3.164 0.514 5.221
H 2.474 2.689 4.422
H -2.133 5.075 0.939
H -4.222 6.031 1.638
*
```

Properties
M   807.1 g mol⁻¹
Gap between HOMO and LUMO   4.518 eV
Strongest force on any atom   1.71 eV Å⁻¹
HOMO energy   -8.679 eV
Relative energy (zero: lowest compared OMol25 entry of this formula, charge and spin)   1.1139 eV
LUMO energy   -4.1615 eV

=====

[2]
Entry from the OMol25 dataset: a structure of composition C53H70BaBr2N7O4PS3 (wB97M-V/def2-TZVPD).

Structure (ORCA input):
```
! RIJCOSX wB97M-V def2-TZVPD def2/J DEFGRID3
* xyz 0 1
Ba -0.301 0.196 1.440
C -3.870 0.045 -0.003
C -3.596 1.516 -0.308
N -2.215 1.888 -0.019
C -2.017 3.231 0.501
C -2.733 3.516 1.829
S -2.716 2.195 3.075
C -4.345 1.426 2.837
C -4.308 -0.046 2.435
N -3.423 -0.378 1.324
H -4.945 -0.149 -0.151
H -3.318 -0.544 -0.736
H -3.844 1.689 -1.362
H -4.260 2.155 0.271
H -1.659 1.705 -0.851
H -0.947 3.365 0.671
H -2.337 4.017 -0.204
H -2.236 4.362 2.305
H -3.772 3.806 1.676
H -4.873 1.493 3.789
H -4.911 2.026 2.129
H -3.966 -0.627 3.293
H -5.345 -0.356 2.229
H -3.327 -1.387 1.314
S 1.755 0.130 -1.051
C 2.545 -0.982 -0.028
N 2.025 -1.546 1.035
C 2.900 -2.453 1.614
C 2.629 -3.247 2.727
C 3.586 -4.140 3.175
C 4.822 -4.250 2.536
C 5.112 -3.462 1.434
C 4.146 -2.574 0.979
S 4.195 -1.497 -0.380
H 1.690 -3.127 3.245
H 3.377 -4.756 4.041
H 5.559 -4.953 2.901
H 6.068 -3.543 0.933
Br -2.745 -3.344 4.044
C -1.057 -3.469 3.126
Br -1.232 -3.243 1.210
H -0.651 -4.457 3.295
H -0.421 -2.675 3.499
N 1.341 5.302 -2.223
C 2.569 5.034 -1.691
O 3.597 5.427 -2.205
C 2.575 4.214 -0.439
C 3.676 4.284 0.408
C 3.671 3.527 1.561
C 2.565 2.731 1.834
N 1.518 2.633 1.020
C 1.544 3.354 -0.099
H 1.316 5.927 -3.010
H 0.504 5.187 -1.681
H 4.507 4.922 0.138
H 4.504 3.540 2.250
H 2.532 2.133 2.736
H 0.716 3.199 -0.784
O -1.560 0.164 -2.111
P -1.103 -0.517 -3.373
C -2.515 -0.565 -4.534
C -3.807 -0.931 -3.787
C -4.920 -1.251 -4.795
C -4.812 -0.370 -6.049
C -4.200 0.978 -5.684
C -2.744 0.804 -5.213
C 0.310 0.339 -4.148
C 0.339 1.836 -3.807
C 1.666 2.432 -4.274
C 1.927 2.168 -5.777
C 0.797 1.372 -6.428
C 0.530 0.077 -5.662
C -0.450 -2.180 -2.966
C -1.498 -3.206 -2.508
C -2.140 -3.989 -3.655
C -1.088 -4.633 -4.553
C -0.120 -3.581 -5.087
C 0.545 -2.835 -3.934
H -2.315 -1.325 -5.296
H -4.081 -0.074 -3.167
H -3.675 -1.763 -3.097
H -5.891 -1.102 -4.316
H -4.870 -2.306 -5.077
H -5.792 -0.242 -6.511
H -4.179 -0.856 -6.798
H -4.798 1.434 -4.890
H -4.232 1.667 -6.529
H -2.499 1.604 -4.511
H -2.072 0.909 -6.066
H 1.154 -0.085 -3.592
H 0.234 1.955 -2.728
H -0.500 2.365 -4.267
H 2.460 1.989 -3.669
H 1.681 3.502 -4.065
H 2.861 1.613 -5.899
H 2.061 3.111 -6.311
H 1.051 1.137 -7.464
H -0.110 1.981 -6.463
H 1.396 -0.576 -5.791
H -0.311 -0.456 -6.113
H 0.125 -1.868 -2.083
H -2.260 -2.722 -1.889
H -0.984 -3.925 -1.860
H -2.760 -3.330 -4.269
H -2.808 -4.749 -3.244
H -1.570 -5.165 -5.376
H -0.524 -5.377 -3.980
H -0.661 -2.880 -5.732
H 0.645 -4.049 -5.710
H 1.270 -2.111 -4.301
H 1.121 -3.560 -3.349
O 0.239 3.519 4.346
C 0.532 2.363 4.567
N 1.115 1.891 5.727
C 1.537 0.514 5.591
C 0.778 0.185 4.286
O 0.642 -0.964 3.825
N 0.340 1.290 3.698
C 3.020 0.373 5.236
C 3.532 -0.891 4.955
C 4.836 -1.043 4.517
C 5.658 0.069 4.377
C 5.162 1.328 4.673
C 3.845 1.482 5.092
C 1.105 -0.345 6.765
C -0.199 -0.826 6.842
C -0.613 -1.565 7.939
C 0.271 -1.828 8.977
C 1.569 -1.347 8.911
C 1.984 -0.612 7.809
H 1.424 2.514 6.452
H 2.890 -1.757 5.053
H 5.205 -2.030 4.270
H 6.678 -0.048 4.033
H 5.797 2.200 4.572
H 3.459 2.473 5.291
H -0.896 -0.627 6.038
H -1.628 -1.939 7.981
H -0.052 -2.408 9.832
H 2.265 -1.547 9.716
H 3.005 -0.254 7.754
*
```

Properties
M   1293.5 g mol⁻¹
Gap between HOMO and LUMO   7.256 eV
Strongest force on any atom   0.78 eV Å⁻¹
HOMO energy   -7.080 eV
Relative energy (zero: lowest compared OMol25 entry of this formula, charge and spin)   0.6541 eV
LUMO energy   0.1762 eV

=====

[3]
Entry from the OMol25 dataset: a cluster of 6 separate species, C53H70N2O8S2 in total (wB97M-V/def2-TZVPD).

Structure (ORCA input):
```
! RIJCOSX wB97M-V def2-TZVPD def2/J DEFGRID3
* xyz 0 1
N 5.202 -3.587 -1.635
C 4.624 -4.037 -0.351
C 4.733 -3.035 0.799
O 5.998 -3.253 1.422
C 4.581 -1.564 0.419
C 3.161 -1.138 0.178
C 2.535 -0.244 1.052
C 1.217 0.149 0.867
C 0.502 -0.338 -0.218
C 1.113 -1.229 -1.103
C 2.427 -1.627 -0.902
C 0.328 -1.740 -2.256
O 0.543 -2.822 -2.759
C -0.723 -0.813 -2.764
C -1.058 -0.836 -4.112
C -1.991 0.071 -4.591
C -2.608 0.962 -3.722
C -2.319 0.984 -2.355
C -3.051 1.952 -1.468
C -4.270 1.326 -0.778
C -5.499 1.337 -1.690
S -6.559 -0.048 -1.278
C -8.179 0.584 -1.398
S -8.592 2.019 -2.033
N -9.172 -0.266 -0.823
C -9.304 -1.582 -1.345
C -9.905 -2.582 -0.585
C -10.098 -3.841 -1.126
C -9.705 -4.125 -2.424
C -9.125 -3.123 -3.187
C -8.929 -1.861 -2.661
C -9.311 -0.105 0.608
C -10.468 0.511 1.061
C -10.672 0.677 2.425
C -9.720 0.232 3.333
C -8.562 -0.383 2.872
C -8.355 -0.556 1.511
C -1.344 0.088 -1.882
C -0.904 0.085 -0.456
O -1.628 0.422 0.461
H 4.495 -3.641 -2.357
H 5.918 -4.238 -1.928
H 3.571 -4.282 -0.483
H 5.129 -4.938 -0.012
H 3.931 -3.276 1.507
H 6.030 -2.734 2.233
H 5.204 -1.338 -0.445
H 4.972 -0.985 1.258
H 3.081 0.151 1.898
H 0.758 0.842 1.557
H 2.864 -2.311 -1.616
H -0.569 -1.550 -4.760
H -2.234 0.086 -5.644
H -3.323 1.668 -4.126
H -3.375 2.791 -2.086
H -2.378 2.345 -0.709
H -4.487 1.843 0.155
H -4.015 0.304 -0.499
H -6.071 2.255 -1.600
H -5.202 1.255 -2.734
H -10.227 -2.391 0.427
H -10.563 -4.610 -0.526
H -9.859 -5.115 -2.828
H -8.828 -3.318 -4.208
H -8.495 -1.096 -3.285
H -11.198 0.853 0.341
H -11.571 1.158 2.784
H -9.883 0.363 4.393
H -7.819 -0.739 3.571
H -7.465 -1.044 1.141
C -0.290 4.465 3.547
C 0.997 5.111 3.034
C 1.986 3.959 3.152
O 1.232 2.762 2.941
C -0.168 3.056 2.984
H -1.196 4.969 3.216
H -0.291 4.439 4.638
H 0.881 5.405 1.988
H 1.306 5.986 3.602
H 2.438 3.922 4.149
H 2.786 4.003 2.412
H -0.572 2.995 1.967
H -0.667 2.306 3.598
C -1.825 5.998 -4.049
C -2.777 6.473 -2.951
C -4.011 5.624 -3.227
O -3.529 4.390 -3.764
C -2.146 4.511 -4.106
H -0.775 6.191 -3.832
H -2.072 6.477 -4.998
H -2.365 6.239 -1.967
H -2.988 7.541 -2.987
H -4.667 6.100 -3.962
H -4.596 5.411 -2.331
H -1.553 3.944 -3.378
H -1.992 4.069 -5.091
C 9.339 0.535 1.501
C 8.631 -0.503 0.630
C 8.945 -1.791 1.378
O 9.032 -1.435 2.764
C 9.089 -0.016 2.899
H 8.958 1.548 1.376
H 10.408 0.543 1.280
H 7.552 -0.322 0.629
H 8.981 -0.523 -0.399
H 9.906 -2.210 1.059
H 8.175 -2.551 1.261
H 8.134 0.345 3.299
H 9.876 0.238 3.610
C 8.633 -3.768 -3.430
C 9.616 -4.108 -2.311
C 10.586 -2.936 -2.401
O 9.817 -1.817 -2.845
C 8.536 -2.254 -3.303
H 7.665 -4.256 -3.334
H 9.054 -4.040 -4.400
H 9.106 -4.110 -1.345
H 10.110 -5.069 -2.439
H 11.381 -3.135 -3.127
H 11.048 -2.687 -1.445
H 7.769 -1.970 -2.574
H 8.317 -1.757 -4.249
C 0.168 -0.784 4.576
C -0.537 -1.578 5.674
C 0.606 -1.829 6.651
O 1.482 -0.706 6.538
C 1.134 0.066 5.388
H -0.505 -0.184 3.963
H 0.718 -1.457 3.914
H -1.310 -0.966 6.145
H -0.999 -2.499 5.322
H 1.157 -2.739 6.389
H 0.275 -1.913 7.686
H 0.658 0.997 5.719
H 2.041 0.323 4.841
*
```

Properties
M   927.3 g mol⁻¹
Structure (SMILES)   NC[C@@H](O)Cc1ccc2c(c1)C(=O)c1cccc(CCCSC(=S)N(c3ccccc3)c3ccccc3)c1C2=O.C1CCOC1.C1CCOC1.C1CCOC1.C1CCOC1.C1CCOC1
Gap between HOMO and LUMO   7.206 eV
Strongest force on any atom   0.93 eV Å⁻¹
HOMO energy   -7.973 eV
LUMO energy   -0.7676 eV